[1]
A molecular structure, C18H18Cl3GeIrN3Sb in a non-equilibrium geometry, computed with ωB97M-V with the def2-TZVPD basis set.

Output
Orbital gap (spin up / spin down) = 6.161 / 6.619 eV
Multiplicity = 2
HOMO energy (spin up / spin down) = -18.8 / -19.0 eV
Charge = +3

Last column: natural (NBO) charge in e.
Element x y z (Å)
Ir 0.423 -0.041 0.386  1.025
C 0.159 2.389 2.530  -0.694
C -0.889 2.369 1.486  0.270
C -1.875 3.344 1.494  -0.202
C -2.866 3.361 0.539  -0.054
C -2.861 2.376 -0.439  -0.223
C -1.877 1.411 -0.440  -0.147
N -0.905 1.408 0.512  -0.416
Sb -2.010 -0.015 -2.004  1.274
C 0.040 0.224 -2.518  -0.143
C 0.299 0.356 -3.864  -0.227
C 1.607 0.542 -4.298  -0.057
C 2.613 0.588 -3.361  -0.207
C 2.328 0.454 -2.009  0.281
C 3.428 0.524 -1.019  -0.688
N 1.040 0.269 -1.601  -0.516
C -1.817 -1.669 -0.685  -0.144
C -2.703 -2.702 -0.894  -0.228
C -2.662 -3.818 -0.065  -0.058
C -1.731 -3.856 0.946  -0.208
C -0.850 -2.800 1.135  0.281
C 0.136 -2.854 2.242  -0.688
N -0.898 -1.716 0.312  -0.544
H 0.009 3.227 3.208  0.289
H 1.143 2.514 2.083  0.247
H 0.118 1.483 3.132  0.246
H -1.846 4.094 2.272  0.272
H -3.633 4.126 0.551  0.277
H -3.625 2.361 -1.205  0.265
H -0.514 0.319 -4.578  0.263
H 1.828 0.654 -5.352  0.275
H 3.640 0.736 -3.664  0.270
H 4.385 0.681 -1.511  0.285
H 3.506 -0.408 -0.465  0.238
H 3.274 1.360 -0.340  0.247
H -3.428 -2.642 -1.696  0.262
H -3.354 -4.639 -0.211  0.274
H -1.676 -4.707 1.612  0.269
H 0.033 -3.774 2.813  0.284
H -0.023 -2.027 2.932  0.244
H 1.151 -2.835 1.853  0.238
Cl 3.500 -1.786 1.683  -0.222
Ge 2.381 -0.123 2.242  1.235
Cl 3.501 1.627 2.149  -0.225
Cl 1.503 -0.386 4.108  -0.223

---

[2]
A molecular structure, C18H18F6N5O10PtSSbSe in a non-equilibrium geometry, computed with ωB97M-V with the def2-TZVPD basis set.

Output
Orbital gap (spin up / spin down) = 6.325 / 5.319 eV
Multiplicity = 6
HOMO energy (spin up / spin down) = -10.8 / -12.7 eV
Charge = +1

Last column: natural (NBO) charge in e.
Element x y z (Å)
Pt -1.176 -0.888 -1.281  1.616
O 0.379 -5.360 -6.357  -0.338
N 1.283 -4.738 -5.798  0.503
O 2.471 -5.138 -5.752  -0.363
C 0.976 -3.582 -4.999  0.056
C 2.106 -2.892 -4.609  -0.098
C 1.958 -1.637 -3.869  -0.070
C 2.992 -0.738 -3.392  -0.069
C 2.767 0.169 -2.372  -0.250
C 1.485 0.231 -1.852  0.110
N 0.495 -0.586 -2.263  -0.484
C 0.676 -1.351 -3.366  0.210
C -0.427 -2.074 -3.776  0.253
N -1.512 -1.856 -3.063  -0.431
C -2.726 -2.208 -3.497  0.084
C -2.761 -3.157 -4.508  -0.221
C -1.593 -3.692 -5.056  -0.076
C -0.349 -3.109 -4.703  -0.080
H 3.023 -3.407 -4.800  0.282
H 4.017 -0.835 -3.784  0.246
H 3.587 0.809 -1.958  0.256
H 1.219 0.847 -0.967  0.228
H -3.596 -1.763 -2.989  0.242
H -3.712 -3.430 -4.871  0.245
H -1.691 -4.503 -5.750  0.269
F -0.847 -2.821 -0.886  -0.609
Sb -1.352 -0.563 4.001  3.135
F -3.158 -0.455 4.593  -0.644
F -1.212 1.395 3.691  -0.712
F -0.680 -0.259 5.800  -0.666
F 0.303 -0.633 3.099  -0.679
F -1.427 -2.430 4.320  -0.642
O -1.574 3.190 -3.508  -0.702
Se -1.838 1.483 -3.508  1.984
O 0.531 2.933 0.272  -0.183
O -0.834 0.555 -4.464  -0.948
O -1.598 1.107 -1.744  -1.032
C -2.885 1.192 0.591  -0.881
S -3.124 -0.477 1.148  2.403
O -2.821 -1.272 -0.090  -0.980
O -2.059 -0.763 2.178  -1.069
O -4.429 -0.731 1.740  -0.859
H -1.824 1.324 0.313  0.249
H -3.118 1.863 1.392  0.266
H -3.452 1.357 -0.322  0.273
N 0.745 3.112 1.456  0.193
C 0.999 3.233 2.612  0.492
N 1.677 3.150 3.808  -0.207
C 2.295 1.929 4.477  -0.257
C 1.891 1.827 5.939  -0.111
O 1.932 3.045 6.614  -0.481
C 1.287 4.101 5.904  -0.096
C 1.908 4.350 4.598  -0.267
H 3.383 2.046 4.286  0.242
H 1.928 1.026 3.890  0.274
H 2.649 1.240 6.424  0.230
H 0.922 1.275 6.008  0.237
H 1.368 4.971 6.568  0.241
H 0.188 3.820 5.694  0.194
H 2.965 4.618 4.696  0.253
H 1.374 5.152 4.042  0.238

---

[3]
2 unconnected molecules or ions with the total composition C18H18FN2O5 in a non-equilibrium geometry, computed with ωB97M-V with the def2-TZVPD basis set.

Output
Orbital gap = 6.022 eV
Multiplicity = 1
HOMO energy = -3.5 eV
Charge = -1

Last column: natural (NBO) charge in e.
Element x y z (Å)
C 0.807 1.460 5.252  -0.255
O -0.470 1.898 4.732  -0.502
C -1.087 1.151 3.778  0.328
C -2.282 1.684 3.230  -0.285
C -2.895 1.043 2.179  -0.129
C -2.419 -0.196 1.685  -0.172
C -3.085 -0.842 0.564  0.013
C -3.202 -2.206 0.449  -0.392
C -3.831 -2.826 -0.655  0.338
N -4.333 -3.411 -1.536  -0.359
C -2.819 -3.109 1.489  0.305
N -2.515 -3.874 2.325  -0.371
C -1.260 -0.734 2.281  -0.069
C -0.590 -0.087 3.305  -0.346
H 1.062 2.229 5.982  0.196
H 0.724 0.479 5.744  0.180
H 1.568 1.420 4.457  0.184
H -2.666 2.613 3.651  0.221
H -3.790 1.474 1.730  0.244
H -3.629 -0.214 -0.133  0.292
H -0.866 -1.680 1.915  0.216
H 0.309 -0.525 3.744  0.215
C 0.038 4.101 -0.477  -0.619
C -1.350 3.523 -0.568  -0.069
O -1.206 2.176 -1.082  -0.526
C -2.370 1.516 -1.232  0.678
C -2.149 0.233 -1.880  -0.022
F -0.896 0.002 -2.283  -0.349
C -3.178 -0.531 -2.565  0.685
O -4.373 -0.386 -2.353  -0.676
O -2.625 -1.418 -3.419  -0.529
C -3.554 -2.135 -4.279  -0.081
C -2.726 -3.008 -5.186  -0.618
O -3.456 1.917 -0.828  -0.700
H -0.021 5.143 -0.157  0.197
H 0.644 3.555 0.254  0.207
H 0.547 4.068 -1.447  0.209
H -1.827 3.492 0.423  0.184
H -1.976 4.114 -1.254  0.177
H -4.225 -2.746 -3.656  0.220
H -4.140 -1.409 -4.861  0.171
H -3.385 -3.532 -5.880  0.197
H -2.016 -2.414 -5.768  0.203
H -2.175 -3.754 -4.607  0.210

---

[4]
A single C18H18N2O6S molecule in a non-equilibrium geometry, computed with ωB97M-V with the def2-TZVPD basis set.

Output
Orbital gap = 9.093 eV
Multiplicity = 1
HOMO energy = -8.7 eV
SMILES = CCOC(=O)Cn1c(=O)oc2cc(S(=O)(=O)Nc3cccc(C)c3)ccc21

Last column: natural (NBO) charge in e.
Element x y z (Å)
C 1.398 2.453 -0.395  -0.635
C 2.666 2.359 0.439  -0.077
O 3.200 1.031 0.396  -0.510
C 4.085 0.750 -0.552  0.786
O 4.520 1.525 -1.358  -0.583
C 4.495 -0.723 -0.484  -0.325
N 3.464 -1.532 0.098  -0.437
C 3.576 -2.146 1.334  0.881
O 4.561 -2.210 2.007  -0.582
O 2.367 -2.689 1.649  -0.432
C 1.495 -2.389 0.646  0.247
C 0.159 -2.700 0.532  -0.204
C -0.479 -2.238 -0.609  -0.346
S -2.218 -2.620 -0.796  2.325
O -2.707 -1.996 -1.987  -0.921
O -2.407 -4.026 -0.615  -0.931
N -2.874 -1.930 0.577  -0.862
C -3.232 -0.591 0.713  0.156
C -4.165 -0.211 1.673  -0.258
C -4.490 1.124 1.824  -0.177
C -3.902 2.083 1.021  -0.248
C -2.972 1.716 0.055  0.011
C -2.355 2.759 -0.827  -0.631
C -2.633 0.378 -0.083  -0.224
C 0.171 -1.517 -1.595  -0.178
C 1.518 -1.205 -1.479  -0.279
C 2.167 -1.650 -0.342  0.210
H 0.977 3.449 -0.301  0.222
H 1.623 2.267 -1.442  0.216
H 0.666 1.724 -0.054  0.217
H 3.424 3.057 0.070  0.205
H 2.461 2.551 1.493  0.196
H 4.749 -1.066 -1.491  0.234
H 5.380 -0.815 0.156  0.276
H -0.373 -3.273 1.271  0.252
H -3.399 -2.588 1.130  0.424
H -4.631 -0.963 2.294  0.208
H -5.215 1.414 2.570  0.216
H -4.168 3.123 1.138  0.210
H -3.125 3.243 -1.424  0.225
H -1.622 2.320 -1.498  0.213
H -1.869 3.527 -0.227  0.218
H -1.921 0.075 -0.833  0.209
H -0.400 -1.209 -2.457  0.250
H 2.034 -0.642 -2.240  0.234

---

For reference, electronic energy by record: -4662.0519 -5480.5620 -1282.2960 -1655.9046 a.u..
For reference, energy above the lowest of the compared OMol25 structures with the same formula, charge and spin by record: 116.5 137.6 83.4 3.8 kJ/mol.